Record 1
97
Properties=species:S:1:pos:R:3:forces:R:3:lowdin_charge:R:1 method="wB97M-V/def2-TZVPD" homo_ev=-8.9 orbital_gap_ha=0.3280 largest_force_ha_per_bohr=0.069 smiles="CO[C@@](CCC(=O)O)([PH2]=S)[C@@H](CCCCl)O[C@H](CCC(=O)Nc1ccccc1)CC(N)(N)N.CCOC(=O)C(F)(F)F.CCOC(=O)C(F)(F)F"
C 1.3342 -4.6190 2.2673 -0.73 -0.92 1.08 -0.138
O 0.6397 -3.5399 1.6359 1.66 -0.24 -0.37 -0.193
C 1.5521 -2.5398 1.0834 -1.62 0.62 1.71 -0.517
C 1.9692 -1.6430 2.3385 0.88 0.07 -0.44 -0.115
C 2.6354 -0.2664 1.9369 -0.29 0.51 0.70 -0.098
C 3.4044 0.3313 3.1863 -0.82 -0.19 -1.07 -0.482
O 2.8016 0.9789 3.9930 0.89 -0.17 -0.08 0.121
O 4.7680 0.0813 3.2684 -1.40 -0.61 -0.10 0.076
P 3.0301 -3.3408 0.2378 0.12 0.48 -1.04 0.455
S 4.0358 -2.1555 -0.9406 0.12 0.23 0.09 0.165
C 0.6421 -1.6977 0.0642 1.31 -1.92 0.10 -0.288
C -0.1076 -2.7507 -0.8422 -0.23 0.32 -0.67 -0.119
C -0.2921 -2.3072 -2.3505 -0.19 -0.41 -0.23 -0.270
C 1.0508 -2.2300 -3.1694 -1.09 0.43 0.77 -0.548
Cl 0.6408 -1.3964 -4.7600 0.44 -0.63 0.67 0.491
O -0.2032 -0.9041 0.8841 -0.13 -0.29 -1.37 -0.100
C -1.0527 -0.0312 0.1283 -0.37 1.46 0.68 -0.294
C -0.1444 1.1134 -0.4671 -0.24 0.02 -1.01 -0.113
C -0.9011 2.4122 -0.9377 0.87 0.55 -0.99 -0.075
C 0.1578 3.5842 -1.0363 -1.01 0.44 0.29 -0.403
O 0.0233 4.5383 -0.3011 0.37 -0.87 -0.61 0.062
N 1.2722 3.5341 -1.9706 -0.09 -1.33 1.93 0.107
C 2.4995 3.6386 -1.1750 3.22 0.22 1.47 -0.221
C 3.2987 2.4467 -0.8318 0.64 1.53 0.69 -0.028
C 4.5067 2.5372 -0.0011 -0.80 1.96 -0.13 -0.077
C 4.9698 3.8244 0.5295 -2.15 -0.24 -1.62 -0.075
C 4.2046 5.0110 0.1590 -0.49 -1.71 -0.35 -0.075
C 3.0087 4.9178 -0.6664 0.38 -1.22 0.11 -0.019
C -2.1657 0.4844 1.1270 0.73 -1.02 -0.41 -0.059
C -3.1129 -0.6527 1.6930 -0.78 0.24 0.97 -0.648
N -4.1898 0.0567 2.4862 0.81 -0.14 -0.73 0.046
N -3.8382 -1.4296 0.6686 0.19 0.86 0.49 0.088
N -2.4653 -1.5724 2.6245 0.58 0.32 -0.83 0.077
H 2.2315 -4.3140 2.8644 -0.70 -0.04 -0.54 0.078
H 0.6091 -5.0705 3.0046 0.72 0.46 -0.79 0.111
H 1.6213 -5.4501 1.5683 -0.19 0.82 0.31 0.088
H 2.6938 -2.2021 2.9939 -0.61 0.25 -0.65 0.113
H 1.0579 -1.4692 2.9712 0.81 -0.17 -0.86 0.140
H 3.2754 -0.3003 1.0211 -0.41 -0.24 0.83 0.059
H 1.7959 0.4581 1.7532 0.96 -0.67 0.13 0.111
H 4.8897 -0.7666 2.7968 0.32 0.65 0.01 0.108
H 3.9026 -3.9264 1.1982 -0.72 -0.02 -0.06 0.001
H 2.5132 -4.4112 -0.5605 0.04 0.13 0.86 0.001
H 1.3682 -1.1246 -0.5714 -0.74 -0.02 0.59 0.102
H 0.4368 -3.7375 -0.8776 -0.46 1.07 0.25 0.092
H -1.1064 -2.9823 -0.3760 0.96 0.26 -0.40 0.134
H -0.8206 -1.3295 -2.4837 0.49 -0.72 0.36 0.083
H -0.9534 -3.0797 -2.8326 0.66 0.94 0.35 0.094
H 1.4502 -3.2568 -3.3463 -0.09 1.03 -0.08 0.085
H 1.7717 -1.5567 -2.6473 -0.34 -0.82 -0.63 0.018
H -1.5942 -0.5153 -0.7258 0.63 0.00 0.71 0.127
H 0.3502 0.6753 -1.3882 -0.37 0.47 0.92 0.111
H 0.7023 1.4137 0.2073 -1.01 -0.44 -0.23 0.117
H -1.3652 2.3152 -1.9636 0.38 -0.24 1.02 0.132
H -1.6891 2.7849 -0.2439 0.82 -0.34 -0.43 0.108
H 1.2810 2.6016 -2.4058 -0.01 0.57 0.01 0.114
H 3.0083 1.4318 -1.1909 0.13 0.92 0.23 0.091
H 5.1002 1.6330 0.2706 -0.76 0.70 -0.44 0.095
H 5.8685 3.8977 1.1858 -0.93 -0.12 -0.71 0.100
H 4.5194 6.0132 0.5376 -0.35 -1.01 -0.44 0.100
H 2.4551 5.8558 -0.9080 0.50 -1.00 0.21 0.106
H -2.8359 1.1950 0.5645 0.75 -0.61 0.73 0.117
H -1.6607 0.9722 2.0015 -0.47 -0.09 -0.80 0.138
H -4.4850 0.8596 1.9228 -0.07 -0.02 0.55 0.060
H -3.6957 0.3973 3.3183 -0.53 0.12 -0.37 0.072
H -4.6368 -0.8466 0.4024 0.32 -0.55 -0.29 0.073
H -3.2548 -1.6569 -0.1361 -0.25 0.15 0.23 0.056
H -1.7808 -1.1131 3.2216 -0.30 -0.22 -0.14 0.073
H -3.1362 -2.1307 3.1475 0.08 0.39 -0.22 0.083
C -0.7706 7.0166 0.6864 -0.13 0.14 0.36 -0.078
C -0.7540 8.4936 1.0234 0.33 -0.34 -0.61 -0.194
O -1.7010 8.7966 2.0643 -0.25 0.26 0.72 0.026
C -1.3042 8.5322 3.3143 0.73 -0.15 -1.29 -0.388
O -0.2400 8.0686 3.6081 -0.39 0.15 0.49 0.171
C -2.3872 8.9473 4.3102 -1.10 0.26 1.08 -0.525
F -3.6131 8.5410 3.9321 0.39 -0.04 -0.20 0.156
F -2.4468 10.2860 4.4452 0.29 -0.22 -0.29 0.158
F -2.1751 8.4434 5.5328 0.30 -0.02 -0.48 0.162
H -1.7815 6.6924 0.4308 0.06 0.08 -0.12 0.087
H -0.1103 6.8054 -0.1519 -0.05 0.07 0.07 0.062
H -0.4487 6.4136 1.5358 0.12 0.05 -0.10 0.079
H -1.0578 9.0723 0.1507 -0.23 0.12 0.24 0.124
H 0.2453 8.8319 1.3033 -0.12 -0.05 0.23 0.125
C -3.6690 -8.4634 -5.4098 -0.17 -0.01 0.34 -0.061
C -2.3598 -7.7033 -5.4627 -0.19 -0.48 -0.57 -0.199
O -2.2995 -6.7112 -4.4234 0.25 0.35 0.66 0.028
C -1.9657 -7.1557 -3.2062 -0.10 -0.73 -1.30 -0.384
O -1.7258 -8.2978 -2.9396 0.05 0.43 0.49 0.174
C -1.8943 -5.9894 -2.2208 -0.21 1.08 1.24 -0.513
F -2.9479 -5.1609 -2.3266 0.15 -0.34 -0.29 0.162
F -0.7909 -5.2374 -2.4204 -0.06 -0.63 -0.30 0.137
F -1.8574 -6.3956 -0.9466 0.07 -0.31 -0.52 0.170
H -4.5150 -7.7742 -5.4475 0.07 0.00 -0.14 0.084
H -3.7431 -9.1606 -6.2453 0.05 0.06 0.01 0.084
H -3.7600 -9.0291 -4.4811 0.10 -0.04 -0.08 0.078
H -2.2852 -7.1663 -6.4082 0.03 0.25 0.23 0.126
H -1.5013 -8.3744 -5.4036 -0.04 0.08 0.24 0.127

Record 2
26
Properties=species:S:1:pos:R:3:forces:R:3:nbo_charge:R:1 method="wB97M-V/def2-TZVPD" charge=+1 homo_ev="-12.2 / -12.9" multiplicity=4 orbital_gap_ha="0.2560 / 0.2793" largest_force_ha_per_bohr=0.144 s_squared=4.18
O -0.6363 2.8474 -7.0698 -0.10 -0.94 2.67 -0.466
C -0.6777 2.4575 -5.9940 0.10 0.90 -2.62 0.474
V -0.2935 0.1114 -1.6621 -1.14 -0.04 -1.86 0.021
C -0.7944 1.1920 -0.2290 -1.61 4.62 5.53 0.491
O -1.0062 1.9103 0.6796 0.72 -2.74 -3.31 -0.418
C -0.7647 -1.6895 -2.0503 -1.69 -6.68 -1.53 0.489
O -0.9690 -2.8149 -2.2906 0.72 3.94 0.88 -0.386
C 1.1373 0.8733 -2.6291 5.47 2.98 -3.43 0.504
O 2.0334 1.3352 -3.2115 -3.02 -1.58 1.93 -0.364
C -2.0201 0.7709 -2.7877 -2.59 0.34 1.62 0.295
O -3.1735 1.0660 -2.8283 2.93 -0.62 -0.65 -0.369
H -1.2754 0.6240 -3.6986 -0.05 0.00 0.21 0.197
C 1.1437 0.8055 3.1730 0.30 -0.13 0.35 -0.427
N 1.6841 -0.0286 2.0782 -0.65 0.27 -0.49 -0.567
C 0.9190 -0.7559 1.2454 0.22 0.02 0.42 0.392
S 1.4656 -0.9180 -0.3886 0.23 -0.15 0.09 -0.088
N -0.1825 -1.3892 1.6625 0.69 0.06 -0.08 -0.569
C -0.3373 -1.8830 3.0321 -0.42 0.07 0.07 -0.422
H 0.0932 0.5636 3.3451 0.26 0.12 0.00 0.221
H 1.2174 1.8592 2.8709 -0.01 -0.32 0.17 0.229
H 1.7341 0.6315 4.0906 -0.40 0.16 -0.40 0.232
H 2.4972 0.3804 1.6201 -0.28 -0.33 0.12 0.429
H -0.6759 -1.9139 0.9493 0.21 0.17 0.08 0.423
H -1.2339 -1.4563 3.4852 0.12 -0.10 0.09 0.224
H -0.4242 -2.9700 3.0017 0.00 0.11 0.04 0.233
H 0.5399 -1.6089 3.6059 -0.01 -0.12 0.11 0.223

Record 3
93
Properties=species:S:1:pos:R:3:forces:R:3:lowdin_charge:R:1 method="wB97M-V/def2-TZVPD" charge=-1 homo_ev=-5.2 orbital_gap_ha=0.2803 largest_force_ha_per_bohr=0.050
C -0.9883 -6.9812 -1.1480 0.03 -0.01 0.11 -0.145
C -0.2645 -7.7680 -2.3146 0.53 0.18 0.55 -0.260
C 0.2605 -6.8199 -3.5179 -0.55 -0.66 1.22 -0.204
C -0.5373 -5.4598 -3.5324 0.56 -0.04 -1.15 -0.238
C -0.2819 -4.5629 -4.8145 -0.49 0.79 0.38 -0.218
C -0.9247 -3.1224 -4.4855 0.79 -0.53 0.31 -0.270
C 0.1745 -2.1723 -3.8200 -0.19 -0.40 -1.05 -0.235
Ga -0.5067 -1.0382 -2.2596 1.62 -1.04 0.38 0.411
C 0.2050 -1.8841 -0.5274 0.32 0.71 -0.19 -0.228
C 0.0744 -0.9603 0.7615 0.33 -1.48 0.42 -0.277
C -0.6889 -1.8269 1.8785 0.38 1.26 -0.67 -0.226
C -1.1117 -0.9239 3.1082 0.86 -0.39 -0.48 -0.246
C 0.1475 -0.0344 3.5505 -0.75 -0.91 0.09 -0.121
N -2.4377 -0.7172 -2.2533 -0.65 -1.39 1.53 0.044
C -3.0523 -1.6793 -1.8804 -0.89 0.14 -2.39 -0.872
S -4.0453 -3.0088 -1.9638 0.90 1.07 0.91 0.474
O 0.3215 0.7176 -2.3424 -1.19 -0.16 -0.51 -0.226
N 0.5485 0.9706 -3.6410 2.01 0.15 1.61 -0.172
O 1.7259 1.2170 -3.7620 -0.72 0.36 -1.30 -0.068
H -1.0507 -7.5959 -0.1997 0.00 0.47 -1.13 0.067
H -0.4040 -6.0525 -0.8684 -0.74 -1.01 -0.37 0.071
H -2.0380 -6.6827 -1.4457 1.23 -0.20 0.42 0.074
H 0.6380 -8.2704 -1.8408 -0.99 0.43 -0.67 0.091
H -0.9260 -8.5979 -2.6906 0.54 0.89 0.28 0.092
H 0.1242 -7.4286 -4.4643 0.31 1.02 0.85 0.104
H 1.3619 -6.6703 -3.3022 -1.18 0.10 -0.62 0.106
H -1.6406 -5.6896 -3.5031 1.06 0.35 0.12 0.116
H -0.2643 -4.8135 -2.6443 -0.38 -0.88 -0.88 0.107
H 0.8236 -4.3890 -4.9921 -1.16 -0.45 0.08 0.102
H -0.7573 -4.9971 -5.7489 0.61 0.25 1.09 0.102
H -1.7169 -3.3204 -3.7134 0.33 0.28 -1.05 0.040
H -1.3708 -2.6612 -5.4119 0.34 -0.38 1.05 0.102
H 0.9937 -2.8601 -3.4342 -0.81 0.92 -0.17 0.052
H 0.6453 -1.5505 -4.6387 -0.37 -0.63 0.85 0.044
H 1.3041 -2.0973 -0.7277 -1.24 0.19 0.17 0.049
H -0.3086 -2.8803 -0.4107 0.43 0.88 0.10 0.041
H 1.1259 -0.7607 1.1291 -1.41 0.02 -0.43 0.065
H -0.4215 0.0345 0.5790 0.23 -1.02 0.12 0.101
H -1.5540 -2.3093 1.3432 0.60 0.39 0.84 0.099
H 0.0384 -2.6386 2.1839 -0.84 0.75 -0.15 0.110
H -1.9835 -0.2592 2.8270 0.95 -0.90 0.52 0.087
H -1.3641 -1.6211 3.9670 -0.04 1.00 -0.86 0.098
H 0.2689 0.8925 2.9294 -0.26 -0.83 0.73 0.048
H -0.0029 0.1854 4.6484 0.52 0.14 -1.18 0.065
H 1.0682 -0.6635 3.3806 -0.77 0.71 0.47 0.063
C 5.4091 -0.7188 0.1794 0.00 0.17 -0.26 -0.063
C 4.4340 -0.3741 1.2944 0.31 -0.64 0.05 -0.490
C 5.0518 -0.6134 2.6641 -0.06 0.19 0.23 -0.068
O 3.2586 -1.1667 1.1587 0.05 0.18 0.06 -0.069
H 5.6913 -1.7756 0.2218 0.03 0.04 0.14 0.079
H 4.9484 -0.5524 -0.7968 0.00 0.06 0.09 0.084
H 6.3161 -0.1127 0.2460 -0.01 -0.05 -0.01 0.076
H 4.1302 0.6716 1.2062 -0.19 -0.12 -0.03 0.142
H 5.3220 -1.6666 2.7907 0.07 0.03 -0.12 0.079
H 4.3369 -0.3722 3.4543 0.03 0.05 -0.07 0.076
H 5.9481 -0.0042 2.8054 -0.01 -0.05 0.02 0.076
H 3.5137 -2.0949 1.2344 -0.05 0.10 -0.05 0.096
C -0.3448 5.3893 -3.2874 -0.20 0.21 -0.02 -0.064
C 0.4755 5.0942 -2.0409 0.01 -0.60 -0.44 -0.495
C 1.8748 4.6212 -2.4013 0.22 0.02 0.09 -0.055
O -0.1823 4.0911 -1.2666 -0.06 0.30 0.03 -0.072
H -0.4583 4.4899 -3.8997 0.15 0.01 0.03 0.084
H -1.3511 5.7172 -3.0156 0.08 0.03 0.03 0.077
H 0.1247 6.1676 -3.8944 -0.02 -0.04 -0.01 0.075
H 0.5383 5.9931 -1.4208 -0.12 -0.12 0.12 0.128
H 1.8343 3.6965 -2.9839 -0.06 0.08 -0.03 0.063
H 2.4513 4.4008 -1.4996 -0.05 0.07 -0.02 0.079
H 2.4115 5.3755 -2.9829 -0.02 -0.02 0.01 0.077
H -0.2434 3.2894 -1.8069 0.07 -0.06 0.16 0.079
C -4.2315 3.2944 2.4888 0.00 -0.04 -0.29 -0.061
C -4.5235 2.1297 3.4225 0.30 0.60 0.28 -0.492
C -5.2632 2.5919 4.6690 -0.20 -0.17 0.13 -0.069
O -3.2993 1.5059 3.8002 -0.11 -0.21 -0.02 -0.066
H -3.5954 4.0374 2.9805 -0.10 -0.01 0.10 0.076
H -3.6911 2.9501 1.6042 -0.09 -0.02 0.04 0.083
H -5.1540 3.7835 2.1665 0.05 0.02 0.01 0.077
H -5.1201 1.3793 2.8984 0.19 -0.10 0.05 0.141
H -4.6622 3.3113 5.2339 0.00 0.06 -0.13 0.079
H -5.4566 1.7477 5.3351 -0.03 0.01 -0.09 0.077
H -6.2167 3.0599 4.4120 0.04 0.01 0.04 0.076
H -2.7620 2.1602 4.2654 -0.03 -0.05 -0.10 0.090
C 0.2381 3.7342 1.9947 -0.23 -0.02 -0.14 -0.052
C 0.1163 5.0258 2.7850 0.68 -0.47 -0.13 -0.494
C 1.2275 5.9999 2.4252 -0.07 0.33 0.03 -0.063
O 0.1709 4.7378 4.1846 -0.30 0.23 0.28 -0.068
H 1.1864 3.2313 2.2126 0.05 0.12 0.00 0.083
H -0.5591 3.0391 2.2702 -0.01 0.07 -0.04 0.069
H 0.1818 3.9220 0.9199 0.01 -0.11 0.10 0.059
H -0.8547 5.4869 2.5880 0.00 -0.03 0.21 0.135
H 2.2086 5.5741 2.6580 -0.05 -0.11 -0.10 0.080
H 1.1349 6.9203 3.0076 -0.05 -0.03 -0.05 0.075
H 1.2007 6.2539 1.3630 0.04 -0.04 0.03 0.072
H 1.0255 4.3294 4.3692 -0.12 -0.01 -0.11 0.083

Record 4
60
Properties=species:S:1:pos:R:3:forces:R:3:lowdin_charge:R:1 method="wB97M-V/def2-TZVPD" homo_ev=-6.3 orbital_gap_ha=0.2019 largest_force_ha_per_bohr=0.074
C 0.5205 -4.2580 -1.6833 -0.72 -0.73 -0.64 -0.285
C 0.0373 -3.2188 -2.7557 -0.42 -1.74 -1.00 -0.327
H 1.5625 -4.5541 -1.8385 -0.07 0.17 0.07 0.077
H -0.0758 -5.1777 -1.8113 0.24 0.40 0.03 0.093
H 0.3793 -4.0148 -0.6154 0.07 -0.15 -0.42 -0.114
H 0.8310 -2.5556 -3.1315 -0.34 -0.14 -0.05 0.010
H -0.2610 -3.7905 -3.6515 0.09 0.28 0.35 0.089
H -0.8712 -2.6738 -2.4530 0.30 -0.02 -0.09 0.050
C 3.7430 -0.4492 1.1901 0.04 -0.02 -0.02 -0.157
C 4.9036 0.0711 1.7684 -0.12 0.29 -0.33 -0.036
C 5.4639 1.2186 1.2025 -0.40 -0.22 -0.20 -0.047
C 4.8392 1.7974 0.0920 -0.64 -0.32 -0.24 -0.006
H 3.2500 -1.3474 1.5958 0.38 0.45 -0.11 -0.046
H 5.3329 -0.4304 2.6320 -0.03 0.19 -0.17 0.113
H 6.3695 1.6609 1.6123 -0.18 -0.09 -0.08 0.111
H 5.2327 2.6921 -0.3857 0.07 -0.24 0.33 0.098
N 3.1518 0.0835 0.1137 0.35 0.40 -0.04 -0.006
C 3.6675 1.2103 -0.4349 0.59 -0.57 0.91 -0.211
C 2.9339 1.7662 -1.6046 -0.58 0.21 -0.88 -0.203
N 1.8225 1.0901 -1.9981 0.23 0.48 -0.27 0.029
C 1.1056 1.5677 -3.0298 0.71 0.36 0.13 -0.127
C 2.6351 3.3977 -3.3745 -0.05 -0.36 0.26 -0.049
C 1.4811 2.7084 -3.7581 0.01 -0.28 0.34 -0.049
H 0.1999 1.0103 -3.2904 0.28 0.21 0.08 0.113
H 0.8724 3.0269 -4.6018 0.16 0.00 0.22 0.107
C 3.3670 2.9276 -2.2808 -0.37 -0.54 0.21 -0.002
H 4.2702 3.4276 -1.9331 -0.35 0.00 -0.28 0.102
H 2.9675 4.2875 -3.9121 -0.15 -0.28 0.15 0.114
Ba 0.9491 -1.6259 -0.8413 0.09 2.87 2.50 1.710
I 1.5708 -3.4568 1.8701 0.57 -0.32 -0.07 0.071
C -2.0698 -3.1755 3.1657 0.10 0.01 -0.09 -0.101
C -1.8138 -2.3837 1.8877 0.58 0.46 -0.01 -0.447
C -2.2672 -3.1806 0.6584 -0.13 -0.04 -0.03 -0.074
C -2.3956 -0.9829 1.9051 0.16 0.42 -0.72 -0.133
C -3.4211 -0.6245 2.7642 -0.17 0.30 -0.02 -0.062
C -3.9890 0.6521 2.7192 -0.10 0.10 0.04 -0.108
C -3.4926 1.6054 1.8286 -0.10 -0.20 0.33 -0.071
C -2.4321 1.3174 0.9843 0.48 -0.65 -0.33 -0.145
C -1.8669 2.3921 0.0531 -0.12 -0.31 0.26 -0.391
C -2.8458 2.7168 -1.0758 0.06 -0.11 -0.09 -0.075
C -1.5176 3.6731 0.8144 0.13 -0.09 0.02 -0.080
C -1.8883 -0.0140 0.9591 -1.34 0.45 1.17 -0.337
O -0.9698 -0.3421 0.1072 1.51 -0.76 -1.13 -0.417
H -3.1109 -3.5114 3.2232 0.10 0.00 0.09 0.076
H -1.8357 -2.5690 4.0461 -0.08 -0.10 -0.07 0.085
H -1.4101 -4.0483 3.1836 -0.15 -0.01 0.00 0.052
H -0.7075 -2.2764 1.8242 -0.88 0.11 -0.02 -0.043
H -3.3153 -3.4925 0.7807 0.22 0.06 -0.11 0.087
H -2.2040 -2.5833 -0.2645 -0.02 -0.06 0.23 0.058
H -1.6540 -4.0842 0.5419 -0.11 0.04 0.05 0.062
H -3.7960 -1.3577 3.4826 0.05 0.27 -0.22 0.100
H -4.8151 0.9027 3.3832 0.17 -0.04 -0.13 0.088
H -3.9325 2.6057 1.7933 0.06 -0.27 0.12 0.103
H -0.9476 1.9852 -0.3895 -0.17 0.04 0.10 0.108
H -3.7761 3.1344 -0.6702 0.13 -0.08 -0.11 0.078
H -2.4050 3.4498 -1.7605 -0.10 0.00 0.00 0.068
H -3.0888 1.8132 -1.6440 -0.05 0.11 0.05 0.078
H -0.8223 3.4586 1.6329 -0.13 0.07 -0.06 0.082
H -1.0420 4.3931 0.1399 -0.07 0.03 0.07 0.070
H -2.4193 4.1354 1.2344 0.20 -0.02 -0.04 0.070